No. 1
114
Properties=species:S:1:pos:R:3:forces:R:3:mulliken_charge:R:1 method="wB97M-V/def2-TZVPD" total_charge=0 e_lumo_ev=0.12 smiles=COCCNCCOC.COCCNCCOC.OCCO.OCCO.OCCO.OCCO.OCCO.OCCO.O.O gap_ev=8.7 homo_energy_ha=-0.315
C 7.481 3.753 -7.983 1.646 -0.115 -1.486 -0.8326
O 6.977 3.618 -6.720 -0.887 -1.115 0.476 -0.2462
C 5.586 3.360 -6.591 -0.092 0.350 2.079 -0.5289
C 5.434 2.949 -5.064 -1.686 0.025 -1.997 -0.7840
N 5.733 1.530 -4.788 0.233 1.738 1.008 -0.2623
C 6.932 1.543 -3.983 -0.295 -1.781 0.608 -0.3481
C 7.177 0.202 -3.321 0.878 -0.369 0.703 -0.6285
O 8.065 0.473 -2.188 -1.003 -0.826 -1.556 -0.2686
C 8.345 -0.683 -1.463 1.085 -0.329 1.164 -0.8139
H 7.341 2.955 -8.711 -0.844 -0.639 0.263 0.3467
H 8.563 3.698 -7.865 0.160 0.568 0.010 0.2737
H 7.213 4.657 -8.529 -0.191 0.449 0.310 0.2899
H 5.108 2.579 -7.181 0.737 -0.403 -0.512 0.3305
H 5.081 4.282 -6.877 -0.430 0.194 0.368 0.3889
H 4.423 3.092 -4.682 -0.399 0.393 -0.519 0.4184
H 6.011 3.683 -4.501 0.517 -0.596 0.063 0.3120
H 5.622 0.845 -5.522 0.445 0.440 -0.183 0.2372
H 6.756 2.147 -3.093 0.027 0.591 -0.349 0.2770
H 7.789 1.901 -4.554 0.340 0.003 0.277 0.2118
H 7.531 -0.568 -4.007 1.069 0.081 -0.211 0.3608
H 6.309 -0.339 -2.945 -0.724 0.787 0.284 0.3751
H 7.522 -1.294 -1.092 -0.775 0.405 -0.204 0.3210
H 8.890 -0.350 -0.580 -0.012 0.014 0.107 0.2616
H 9.004 -1.411 -1.935 0.188 0.141 -0.688 0.3093
C -10.065 -6.068 10.066 -0.383 -1.340 -0.465 -0.6991
O -8.768 -5.826 9.630 1.505 0.807 -0.496 -0.2982
C -7.885 -6.943 9.450 0.075 0.670 -0.248 -0.6730
C -6.605 -6.594 8.642 -0.674 0.369 1.170 -0.6067
N -5.710 -5.796 9.486 -0.070 -0.852 -0.204 -0.3099
C -4.300 -5.748 9.105 -0.017 0.574 -1.318 -0.7812
C -3.978 -5.357 7.578 -0.774 0.898 1.414 -0.2543
O -3.311 -4.079 7.509 0.665 -1.451 0.128 -0.3692
C -3.110 -3.671 6.163 -0.122 0.297 0.600 -0.6947
H -10.407 -6.892 9.441 -0.809 -0.068 -0.073 0.3065
H -10.711 -5.198 9.945 0.351 0.095 -0.216 0.2342
H -10.182 -6.418 11.092 0.457 0.081 0.387 0.2775
H -8.320 -7.765 8.882 -0.788 -0.061 0.149 0.4078
H -7.592 -7.271 10.448 0.191 -0.362 -0.041 0.3029
H -6.822 -6.019 7.741 -0.509 -0.305 -0.309 0.2983
H -6.228 -7.572 8.344 0.592 0.108 0.109 0.4349
H -6.219 -4.926 9.552 0.787 0.556 0.226 0.2460
H -3.853 -6.722 9.304 -0.194 -0.190 -0.073 0.2989
H -3.775 -5.069 9.777 -0.054 0.236 -0.208 0.4104
H -4.923 -5.223 7.051 -0.317 -0.152 -0.063 0.3131
H -3.471 -6.171 7.060 0.587 0.145 0.007 0.3312
H -4.070 -3.245 5.870 0.154 0.077 -0.801 0.2796
H -2.752 -4.455 5.496 -0.392 -0.411 0.030 0.2887
H -2.310 -2.931 6.124 -0.263 0.285 0.291 0.2569
O 3.540 3.980 4.135 -0.008 -0.079 -0.242 -0.6224
H 3.273 4.880 4.322 -0.066 0.239 0.010 0.3149
H 3.627 3.572 4.997 0.055 -0.160 0.196 0.3106
O 2.143 7.472 -1.060 0.223 0.129 -0.051 -0.6373
H 1.972 6.543 -1.210 -0.036 -0.267 -0.052 0.3201
H 1.360 7.792 -0.613 -0.189 0.112 0.108 0.3176
C 8.145 5.163 2.162 -1.321 -0.052 -2.037 -0.2741
C 7.349 5.808 1.032 0.914 0.895 1.043 -0.6057
O 7.883 5.487 -0.193 0.799 -1.246 -2.049 -0.5178
O 7.854 3.775 2.152 0.251 -0.034 1.148 -0.5154
H 7.777 5.716 3.026 0.311 -0.769 0.602 0.3003
H 9.191 5.370 1.938 0.229 -0.042 0.395 0.2612
H 7.610 6.863 1.115 -1.237 0.624 0.632 0.3454
H 6.312 5.473 1.016 -0.303 0.627 0.766 0.3936
H 7.293 5.877 -0.843 0.201 -0.140 -0.317 0.3071
H 7.718 3.492 1.245 0.158 0.126 -0.190 0.3040
C -0.694 1.101 -7.591 -0.460 -1.603 -1.867 -0.4051
C -1.145 0.497 -9.009 0.494 3.044 1.750 -0.4648
O -0.667 -0.777 -9.063 -0.445 -1.927 -0.442 -0.4818
O -1.166 0.217 -6.564 -0.448 0.872 -0.091 -0.5198
H -1.077 2.121 -7.567 0.128 -0.070 0.835 0.3330
H 0.388 0.987 -7.525 0.165 0.911 -0.449 0.2644
H -0.781 1.106 -9.837 0.252 0.175 0.009 0.3000
H -2.233 0.493 -9.076 -0.194 0.306 0.144 0.3068
H -1.522 -1.193 -8.938 0.652 -1.505 0.043 0.3488
H -0.497 -0.470 -6.528 -0.159 -0.192 0.095 0.3179
C -5.054 3.509 -3.916 -1.495 -0.974 0.439 -0.2382
C -5.357 2.307 -3.013 1.110 -1.236 -1.103 -0.5761
O -4.159 1.516 -2.757 -0.286 0.630 1.004 -0.5229
O -4.348 4.433 -3.136 0.067 0.306 -0.234 -0.4967
H -6.051 3.827 -4.220 0.016 0.897 0.143 0.2660
H -4.547 3.300 -4.857 0.315 -0.499 0.026 0.2592
H -6.097 1.604 -3.397 -0.216 0.249 -0.411 0.3103
H -5.739 2.659 -2.054 0.299 0.075 0.027 0.3140
H -3.609 1.380 -3.532 -0.362 0.161 -0.387 0.3151
H -3.786 3.829 -2.645 0.593 0.371 0.490 0.3691
C -5.838 3.228 3.843 -0.918 0.676 1.882 -0.7290
C -6.355 1.767 4.174 2.728 2.878 -1.810 -0.2174
O -5.685 0.970 3.211 -0.859 -1.497 -0.041 -0.5090
O -6.424 3.810 2.670 -0.076 -0.717 0.137 -0.5058
H -4.778 3.470 3.761 0.475 -1.259 0.211 0.4477
H -6.142 3.831 4.699 -0.253 0.247 0.312 0.3485
H -7.433 1.920 4.137 -0.236 -0.936 -0.386 0.2344
H -6.006 1.427 5.149 -0.265 0.263 0.102 0.2851
H -5.283 1.510 2.526 -0.321 0.149 0.041 0.3225
H -5.911 4.617 2.583 -0.271 0.183 -0.456 0.3229
C -1.074 -6.378 -3.053 0.782 -0.558 -0.492 -0.3395
C -0.056 -5.267 -3.352 -1.833 -0.587 2.603 -0.3856
O 0.691 -5.459 -4.450 1.294 0.111 -2.208 -0.4966
O -0.426 -7.695 -3.067 -0.221 1.345 -0.135 -0.5315
H -1.799 -6.275 -3.860 -0.410 -0.563 0.106 0.2726
H -1.509 -6.204 -2.069 -0.215 0.099 -0.090 0.3169
H 0.491 -5.102 -2.423 0.676 0.055 0.020 0.2719
H -0.686 -4.387 -3.480 0.125 0.272 -0.171 0.2685
H 1.005 -6.360 -4.559 -0.136 -0.193 0.399 0.3344
H -1.093 -8.363 -2.889 -0.065 0.030 -0.029 0.2889
C 1.331 1.332 -0.591 0.839 0.530 -0.420 -0.4332
C 1.040 -0.028 0.075 -1.314 1.292 -0.526 -0.2764
O -0.331 -0.081 0.585 1.518 -0.124 0.901 -0.4876
O 0.988 2.491 0.148 -1.515 0.236 0.446 -0.5225
H 0.876 1.379 -1.580 -0.340 0.264 0.089 0.2775
H 2.380 1.601 -0.720 0.579 -1.612 -0.679 0.3493
H 1.817 -0.069 0.838 -0.778 -0.723 0.697 0.2709
H 1.113 -0.863 -0.623 0.622 0.146 -0.142 0.2249
H -1.002 0.146 -0.063 0.415 0.148 -0.427 0.2814
H 1.666 2.661 0.806 -0.017 -0.123 0.073 0.3134

No. 2
131
Properties=species:S:1:pos:R:3:forces:R:3:mulliken_charge:R:1 method="wB97M-V/def2-TZVPD" total_charge=+1 e_lumo_ev=-4.86 gap_ev=3.2 homo_energy_ha=-0.297
C 1.080 -3.360 -4.927 -0.075 0.033 0.099 -1.3127
C 1.992 -2.130 -4.839 0.105 0.268 0.022 -0.0770
C 3.434 -2.492 -5.210 -0.106 0.140 -0.021 -1.5813
C 1.858 -1.478 -3.467 0.021 -0.267 -0.121 0.5138
C 2.571 -1.956 -2.366 -0.271 0.027 -0.100 -0.2021
C 2.315 -1.485 -1.082 -0.442 0.254 0.225 0.1430
C 3.017 -2.083 0.135 0.259 0.724 0.282 2.3893
C 4.359 -2.742 -0.175 -0.078 0.030 -0.156 -2.2227
C 2.109 -3.005 0.940 -0.255 -0.205 -0.143 -1.3959
C 1.346 -0.457 -0.899 0.050 -0.472 -1.318 -0.0024
C 1.055 0.081 0.429 2.402 1.002 -0.089 -2.1529
N 1.939 0.932 1.081 -2.108 -0.521 1.834 1.7164
C 3.349 1.121 0.794 0.637 0.465 -0.245 -1.0233
C 4.304 0.607 1.687 -0.150 -0.117 0.293 0.4373
C 3.900 -0.013 3.028 -0.208 -0.162 -0.580 2.3093
C 3.782 1.088 4.071 0.036 0.344 0.129 -1.2539
C 4.820 -1.156 3.446 0.091 0.000 -0.003 -1.5515
C 5.658 0.678 1.338 -0.095 0.064 -0.185 -0.4131
C 6.045 1.180 0.099 -0.126 -0.065 0.156 -1.5900
C 5.093 1.731 -0.757 -0.064 0.011 0.227 -0.3368
C 3.742 1.772 -0.397 -0.217 0.269 0.223 0.2186
C 2.733 2.601 -1.191 -0.333 -0.742 -0.265 2.0896
C 3.212 2.914 -2.608 0.144 -0.043 0.172 -2.4385
C 2.305 3.867 -0.451 0.240 0.145 0.273 -1.3715
N 1.402 1.374 2.239 0.289 -0.351 -1.797 0.4822
N 0.132 0.875 2.268 1.169 -0.686 -0.730 1.2697
C -0.605 1.079 3.502 0.466 0.203 0.503 -0.9099
C -0.473 0.123 4.525 0.125 -0.389 -0.086 0.2345
C 0.484 -1.058 4.391 -0.013 0.361 -0.395 2.0881
C -0.269 -2.332 4.043 -0.177 -0.203 -0.089 -1.3916
C 1.363 -1.234 5.633 -0.022 0.164 0.078 -1.6198
C -1.173 0.292 5.720 -0.085 0.247 -0.109 -0.3347
C -1.892 1.462 5.947 0.081 -0.038 -0.058 -1.1636
C -1.862 2.483 4.995 -0.145 -0.148 0.125 -0.9864
C -1.209 2.318 3.774 0.073 0.208 -0.461 -0.0177
C -1.070 3.540 2.856 -0.429 -0.015 0.139 0.4881
C -1.371 3.269 1.384 0.072 -0.104 -0.173 -1.2009
C 0.310 4.188 3.012 0.194 -0.114 0.189 -1.2615
C -0.096 -0.019 1.185 -2.239 0.136 0.697 3.2386
C -1.254 -0.749 0.870 1.005 0.621 0.992 -2.8015
C 0.657 0.080 -2.032 0.288 -0.078 0.615 0.9519
C -0.360 1.224 -1.887 0.048 0.053 0.223 1.9557
C -1.776 0.692 -1.866 -0.376 -0.408 -0.113 -2.1151
C -0.301 2.266 -3.002 0.313 0.124 -0.009 -1.6381
C 0.934 -0.451 -3.290 -0.112 -0.053 0.022 -0.8225
H 0.050 -3.087 -4.674 0.095 -0.089 -0.016 0.2667
H 1.081 -3.784 -5.936 0.058 0.042 0.105 0.4536
H 1.413 -4.134 -4.224 -0.064 0.102 -0.104 0.2818
H 1.628 -1.393 -5.569 0.073 -0.101 0.068 0.3701
H 4.099 -1.633 -5.062 -0.049 -0.188 0.000 0.3370
H 3.797 -3.334 -4.610 0.014 0.137 -0.118 0.2989
H 3.482 -2.778 -6.266 0.031 -0.036 0.186 0.4850
H 3.312 -2.740 -2.514 -0.179 0.181 0.063 0.1787
H 3.240 -1.225 0.787 -0.042 -0.444 -0.216 -0.7027
H 5.011 -2.049 -0.724 -0.102 -0.227 0.047 0.3894
H 4.870 -3.016 0.757 -0.150 -0.019 -0.222 0.3710
H 4.208 -3.655 -0.766 0.202 0.139 0.115 0.4762
H 1.171 -2.499 1.197 0.083 -0.140 0.009 0.1726
H 1.866 -3.902 0.350 0.025 0.126 0.220 0.3286
H 2.602 -3.313 1.873 -0.098 0.026 -0.229 0.3882
H 2.895 -0.436 2.893 0.257 -0.011 -0.027 -0.7571
H 2.907 1.696 3.816 0.366 0.031 0.306 0.0097
H 3.646 0.676 5.076 0.101 0.041 -0.116 0.4014
H 4.676 1.726 4.054 -0.166 -0.155 0.147 0.3125
H 4.981 -1.847 2.610 0.041 0.110 0.200 0.1944
H 5.793 -0.774 3.781 -0.180 -0.205 -0.001 0.4949
H 4.365 -1.722 4.268 0.146 0.162 -0.073 0.2905
H 6.410 0.313 2.043 -0.280 0.077 -0.346 0.3240
H 7.096 1.156 -0.194 -0.285 0.071 0.091 0.3930
H 5.414 2.165 -1.704 -0.098 -0.136 0.343 0.3735
H 1.839 1.973 -1.282 0.274 0.226 -0.012 -0.7028
H 3.376 1.986 -3.170 0.032 0.189 0.023 0.3804
H 2.474 3.518 -3.142 0.162 -0.031 0.075 0.4590
H 4.147 3.483 -2.567 -0.168 -0.010 -0.186 0.6053
H 1.973 3.638 0.569 0.078 0.088 -0.192 0.0630
H 3.150 4.568 -0.389 -0.238 -0.069 0.032 0.4436
H 1.474 4.358 -0.976 0.205 -0.095 0.057 0.2960
H 1.149 -0.805 3.553 -0.177 -0.239 0.225 -1.0689
H -0.848 -2.185 3.124 0.098 -0.117 0.154 0.2062
H 0.431 -3.162 3.891 -0.138 0.061 0.049 0.3456
H -0.961 -2.593 4.855 0.137 -0.029 -0.139 0.3977
H 1.794 -0.272 5.939 -0.094 -0.252 -0.007 0.3469
H 0.784 -1.637 6.476 0.228 0.050 -0.197 0.5461
H 2.190 -1.923 5.411 -0.241 0.077 0.101 0.2204
H -1.113 -0.489 6.483 -0.041 0.351 -0.213 0.3640
H -2.429 1.600 6.888 0.149 -0.006 -0.304 0.3731
H -2.357 3.435 5.204 0.186 -0.295 -0.068 0.4138
H -1.820 4.257 3.222 0.124 -0.116 -0.094 0.7042
H -2.287 2.683 1.263 0.090 0.049 -0.046 0.3294
H -1.478 4.212 0.831 0.008 -0.157 0.156 0.6143
H -0.542 2.713 0.934 -0.221 0.150 -0.069 -0.1174
H 0.459 4.523 4.043 0.027 0.016 -0.150 0.3995
H 1.090 3.451 2.779 -0.194 0.408 0.079 -0.1002
H 0.423 5.047 2.338 -0.092 -0.126 0.144 0.4203
H -2.155 -0.562 1.441 0.025 -0.424 0.034 0.2039
H -1.137 -1.567 0.163 -0.141 0.247 0.186 0.4810
H -0.190 1.728 -0.923 0.056 -0.111 -0.274 -0.4918
H -1.984 0.092 -0.978 0.178 0.176 -0.155 0.1609
H -2.519 1.501 -1.890 0.202 -0.056 -0.111 0.6627
H -1.898 0.047 -2.745 0.064 0.215 -0.073 0.5310
H 0.666 2.776 -3.017 -0.240 -0.090 -0.166 -0.1440
H -0.473 1.799 -3.981 0.020 0.219 0.178 0.3949
H -1.087 3.017 -2.836 0.216 -0.148 -0.070 0.4763
H 0.409 -0.067 -4.172 0.181 -0.140 0.310 0.1390
C -7.301 3.224 -3.422 0.062 -0.376 0.196 -0.3727
C -5.932 2.980 -3.599 -0.020 -0.308 -0.092 -0.8013
C -5.392 1.731 -3.283 -0.261 -0.212 0.264 -0.1651
C -6.199 0.717 -2.701 -0.384 1.112 -0.336 0.4542
C -5.627 -0.512 -2.196 -1.144 -1.257 -0.025 0.6347
O -6.526 -1.388 -1.691 1.200 0.129 0.061 -0.4920
C -6.105 -2.690 -1.439 0.056 0.444 -0.750 0.5342
C -4.730 -2.981 -1.305 -1.055 -0.368 0.264 0.1104
C -4.363 -4.352 -1.363 0.009 0.188 0.398 -0.7323
C -5.326 -5.329 -1.566 0.587 0.015 0.154 -0.6525
C -6.683 -4.997 -1.667 -0.088 0.601 0.265 -0.3601
C -7.081 -3.667 -1.569 -0.155 -0.430 0.075 -0.6028
C -3.819 -1.895 -1.423 -0.264 -0.071 -1.731 0.3609
C -4.276 -0.833 -2.202 0.280 -0.095 0.277 -0.1792
C -7.582 0.973 -2.562 0.083 -0.123 0.067 -0.5350
C -8.122 2.203 -2.916 0.170 0.113 -0.186 -0.6271
H -7.730 4.197 -3.684 0.214 -0.422 0.133 0.3947
H -5.280 3.762 -3.998 -0.262 -0.329 0.081 0.4019
H -4.346 1.515 -3.497 -0.202 0.330 0.205 0.4189
H -3.300 -4.592 -1.308 -0.328 -0.077 0.039 0.4681
H -5.021 -6.375 -1.636 -0.074 0.364 -0.050 0.3938
H -7.423 -5.773 -1.840 0.121 0.149 0.084 0.4018
H -8.126 -3.371 -1.650 0.276 -0.084 -0.074 0.4552
H -2.772 -2.028 -1.170 -0.007 0.070 -0.249 0.4292
H -3.659 -0.262 -2.888 0.104 0.116 1.009 0.4356
H -8.234 0.188 -2.178 0.189 0.302 -0.023 0.4163
H -9.196 2.363 -2.802 0.354 -0.002 -0.036 0.3876

No. 3
43
Properties=species:S:1:pos:R:3:forces:R:3:mulliken_charge:R:1 method="wB97M-V/def2-TZVPD" s_squared=0.754 multiplicity=2 total_charge=+1 e_lumo_ev="-5.75 / -6.93" gap_ev="5.8 / 4.6" homo_energy_ha="-0.424 / -0.423"
C 1.447 -3.215 2.222 1.164 -0.630 0.223 -0.8580
B 1.939 -2.654 0.720 -0.788 -3.367 0.462 0.4561
O 2.064 -3.684 -0.333 -1.809 1.812 0.579 -0.5491
Al 2.346 -0.647 0.529 -1.830 0.383 1.388 0.0955
Br 2.116 0.411 2.731 0.363 -0.149 -1.270 -0.4395
C 1.092 0.380 -0.728 -0.479 1.544 -0.549 -0.6445
C 0.005 -0.596 -1.536 -0.594 1.315 0.508 -0.3791
C -1.327 -0.661 -0.539 0.418 -1.280 -0.032 -0.6085
C -2.698 -0.089 -1.230 0.189 -0.039 -1.071 -0.8016
C -3.032 1.492 -0.889 2.087 0.273 -2.219 0.5710
F -1.687 2.182 -0.990 -3.558 -1.527 0.490 -0.3181
F -3.843 2.167 -1.972 2.300 -2.281 4.012 -0.2956
C -3.553 1.791 0.622 3.005 4.585 1.038 0.7049
F -2.495 1.563 1.677 -3.151 0.386 -4.109 -0.2399
F -3.828 3.275 0.692 1.446 -4.929 -0.333 -0.2566
S -5.083 0.920 1.200 -4.506 0.000 4.176 1.1437
F -4.618 1.315 2.839 -1.162 -0.951 -3.403 -0.3170
F -5.906 2.463 1.190 1.053 -3.911 -0.353 -0.3122
F -5.659 0.543 -0.361 1.677 0.738 3.089 -0.2780
F -4.317 -0.593 1.437 -1.275 3.016 -1.242 -0.2760
F -6.520 0.225 1.834 3.157 1.389 -1.519 -0.2688
P 4.548 -0.203 -0.202 0.610 1.862 -0.625 0.4295
C 4.294 0.245 -2.077 -0.582 -0.286 0.267 -0.6768
C 5.050 1.373 0.794 0.921 0.058 -0.169 -0.6741
H 1.756 -2.488 3.097 -0.997 -1.458 -1.717 0.2153
H 2.035 -4.235 2.415 -1.302 1.988 -0.428 0.2371
H 0.308 -3.490 2.247 2.045 0.648 0.001 0.2729
H 1.314 -3.618 -0.998 1.596 -0.132 1.035 0.3451
H 1.649 0.986 -1.592 -0.899 -0.891 0.320 0.5262
H 0.530 1.218 -0.092 0.782 -1.844 -1.317 0.4149
H 0.415 -1.689 -1.704 -0.654 2.450 0.199 0.0538
H -0.273 -0.054 -2.563 0.601 -1.493 2.222 0.4533
H -1.048 -0.183 0.492 -0.806 -0.777 -1.994 0.4061
H -1.488 -1.824 -0.325 0.052 2.601 -0.395 0.3794
H -3.575 -0.829 -1.001 1.502 1.858 -0.290 0.2747
H -2.521 -0.134 -2.409 -0.582 0.319 2.598 0.3996
H 5.263 0.086 -2.715 -2.016 0.550 1.121 0.3866
H 3.381 -0.435 -2.422 2.191 1.346 0.528 0.3164
H 3.883 1.354 -2.092 1.181 -1.716 -0.498 0.1110
H 4.850 1.167 1.929 0.049 0.499 -2.292 0.2962
H 4.409 2.277 0.372 1.231 -1.377 0.998 0.1266
H 6.198 1.602 0.668 -2.315 -0.230 0.046 0.3710
Cu 2.580 2.287 -0.937 -0.314 -0.354 0.524 0.2067

E_tot in eV, matching the order above: -65847.124; -66754.969; -178193.335